10 unconnected molecules or ions with the total composition C10H40F6NO8P at a distorted geometry. Source: the Open Molecules 2025 dataset; level of theory: ωB97M-V/def2-TZVPD.

Computed properties:
- HOMO energy: -0.3546 Eh
- Gap between HOMO and LUMO: 9.409 eV
- Energy relative to the best compared isomer or geometry (same formula, charge and spin): 2.353 eV
- Maximum force: 3.1 eV/A

Geometry as XYZ:
```
66
Properties=species:S:1:pos:R:3:forces:R:3
N -1.90961 1.14942 -1.76473 -0.5748 -1.0648 -0.8393
H -1.20787 1.30492 -2.47429 0.6413 0.3867 -0.9379
H -2.46690 1.95927 -1.53304 0.0116 0.9158 0.9296
H -1.40848 0.67741 -1.02570 -0.2697 -0.1227 0.7763
H -2.58053 0.51515 -2.17422 -0.0460 -0.6757 -0.0186
P 0.27460 -0.13184 0.69613 0.3341 -2.1309 0.7962
F 1.77038 -0.67599 0.31447 -1.1085 0.9312 0.3262
F -0.01949 -1.56777 1.41904 0.5363 0.6787 0.0456
F 0.69200 0.52279 2.14381 0.3277 -0.2028 -1.4548
F -1.27933 0.25461 1.03903 0.0906 1.1828 -0.2432
F 0.57160 1.26887 -0.11065 -0.6113 -0.9023 0.7381
F -0.37603 -0.82442 -0.67646 0.8538 0.8627 -0.1732
C 1.11385 2.15796 -3.06853 0.9103 0.5503 1.0367
O 0.02956 1.46354 -3.63266 0.0410 -0.5870 -0.3882
H 1.33981 3.04282 -3.66358 0.0118 0.1307 0.2848
H 0.90100 2.35465 -2.01777 -0.4639 0.6942 -0.2232
H 2.02660 1.58388 -2.90913 0.0237 -0.4830 -0.7342
H 0.39614 0.82630 -4.25003 -0.2839 -0.2120 -0.1572
C 5.02860 -0.64108 -0.09301 0.3033 -0.6280 0.4654
O 6.02423 0.29966 0.25855 0.1938 0.9617 -0.6161
H 4.34799 -0.60633 0.75768 -0.1836 -0.7417 -0.2693
H 4.46112 -0.54305 -1.01846 0.0340 0.9298 -0.0933
H 5.56579 -1.57687 -0.24734 -0.4085 -0.5162 0.5124
H 6.22756 0.86774 -0.48813 0.0631 -0.0107 0.0020
C 1.55619 -4.19076 2.45642 -1.5473 2.0324 -1.4152
O 0.12630 -4.14331 2.76818 1.0012 -1.4136 0.0794
H 1.78996 -3.13127 2.35179 0.8876 0.0715 0.6119
H 2.29734 -4.75824 3.01923 -0.6550 -0.1141 0.5252
H 1.60277 -4.45119 1.39902 -0.0676 -0.7531 0.0801
H -0.03299 -3.60557 3.54732 0.3261 0.2472 0.0982
C 1.98894 3.19004 3.55908 -0.1065 1.0525 -0.6529
O 0.80510 3.99643 3.60767 -0.2938 -0.0187 0.3159
H 2.06418 2.31565 4.20552 -0.3857 0.2080 0.2721
H 2.18463 2.87468 2.53421 -0.0165 -0.1719 -0.0582
H 2.71618 3.96243 3.80936 0.4987 -0.5669 0.1745
H -0.03314 3.52893 3.58739 0.3067 -0.5383 -0.0820
C -0.01775 -3.48495 -1.75960 -0.0862 0.3001 -0.1322
C 1.19834 -2.90214 -2.51690 0.2552 -2.2461 0.1974
C 2.52847 -3.53772 -1.98567 0.1867 0.9798 -0.8522
O 1.06042 -3.27399 -3.94525 0.1764 0.8181 1.3163
H 0.08454 -3.47805 -0.67443 0.3079 0.1871 0.0226
H -0.22314 -4.51517 -2.05041 0.3348 -0.0673 -0.1808
H -0.93368 -2.93206 -1.96808 0.0630 0.1216 -0.1506
H 1.26980 -1.82535 -2.36356 -0.1674 0.0210 -0.4769
H 2.50483 -4.59147 -1.70788 -0.5047 0.2218 0.6459
H 3.00247 -2.84496 -1.29033 -0.3491 -0.5174 0.8249
H 3.30781 -3.54025 -2.74772 -0.1184 0.2006 -0.6984
H 1.74090 -3.94655 -4.02409 -0.1047 -0.0776 -0.4793
C -5.34596 4.28891 -0.61426 0.8416 -0.2277 0.7367
C -4.16025 3.56697 0.07863 -2.5460 -0.1811 0.6081
C -4.63839 2.21782 0.58893 -0.0046 -0.5121 0.5474
O -3.16110 3.26674 -0.79607 2.1965 -0.1759 -2.1799
H -5.80979 3.66043 -1.37451 0.1632 -0.0407 -0.0347
H -4.97705 5.21368 -1.05788 -0.3177 0.1439 -0.0157
H -6.08197 4.47303 0.16835 -0.1043 0.3640 -0.1930
H -3.71596 4.19624 0.84982 -0.4339 0.0022 0.4421
H -5.59856 2.29151 1.09958 0.2270 0.0411 0.3038
H -3.89348 1.69681 1.19039 -0.0212 0.3572 0.4887
H -4.80081 1.47701 -0.19396 -0.1443 0.4205 -0.6376
H -2.68392 4.05040 -1.07850 -0.0075 0.2507 0.0170
O 0.24718 -1.04057 4.50579 0.0940 -0.3285 0.3720
H 0.33030 -0.63042 3.64492 0.0759 0.0970 -0.3738
H -0.53359 -0.64000 4.88810 -0.1858 0.0393 0.1082
O -2.81980 -2.15430 0.93241 -0.6427 -0.0483 -0.2070
H -2.21838 -1.42193 0.79765 0.1883 0.0527 0.1499
H -2.24973 -2.90929 1.07818 0.2538 -0.1778 0.1169
```
Forces are in eV/Å.

***

10 unconnected molecules or ions with the total composition C10H40N10O10 at a distorted geometry. Source: the Open Molecules 2025 dataset; level of theory: ωB97M-V/def2-TZVPD.

Computed properties:
- HOMO energy (alpha / beta): -0.0133 / -0.2608 Eh
- Gap between HOMO and LUMO (alpha / beta): 2.491 / 9.194 eV
- Spin multiplicity: 2
- Expectation value of S²: 0.750
- Total charge: -1
- Maximum force: 9.1 eV/A

Geometry as XYZ:
```
70
Properties=species:S:1:pos:R:3:forces:R:3
C -0.28641 -4.10592 1.18918 -0.5018 -0.4619 1.1369
O -1.60410 -4.46346 0.81892 -0.0004 -0.3404 -1.4428
H -0.10072 -4.63378 2.12458 0.5512 0.0778 0.2584
H 0.43586 -4.46638 0.45672 -0.3205 0.0551 -0.2286
H -0.14770 -3.04299 1.38678 0.0166 -0.1252 -0.2010
H -2.28737 -4.04074 1.34432 0.4679 0.4588 0.4949
C 3.54412 1.20286 0.35431 -0.2747 -0.3506 -0.5426
O 4.76579 0.57210 0.82559 -1.1315 1.0888 -0.6191
H 3.54283 1.35196 -0.72544 0.2607 -0.2525 -0.1989
H 2.68272 0.56257 0.54436 0.0960 -0.2594 -0.0896
H 3.26902 2.18834 0.73015 0.7419 -0.0163 0.7255
H 5.25590 0.48254 0.00500 0.4225 -0.2599 0.2618
C 1.38427 4.29060 0.06189 0.0868 0.0841 1.0025
O 0.03402 3.87110 0.37678 1.2945 0.4248 -0.5410
H 1.43983 5.32858 -0.26616 -0.3485 -0.0589 -0.2930
H 1.94125 4.26207 0.99841 0.2369 0.1104 0.0447
H 1.94002 3.64130 -0.61461 -0.4654 -0.1399 -0.3913
H 0.19291 3.44461 1.22204 -0.7937 -0.5802 0.3264
C 1.95227 0.85973 -3.68620 -1.0172 -0.4740 0.8087
O 0.61484 1.36719 -3.44505 1.2875 0.2602 -0.5021
H 2.10306 0.59515 -4.73279 -0.0695 -0.2662 0.0866
H 2.78249 1.48919 -3.36586 -0.2260 0.5662 0.0437
H 1.94402 0.00790 -3.00618 0.5361 -0.3828 -0.5116
H 0.49322 2.11871 -4.02989 -0.4218 0.2198 0.0183
C -4.20427 -2.41389 -2.76510 0.7104 -0.3724 0.2292
O -4.42399 -2.20396 -1.38309 -1.0236 -0.2096 -0.0350
H -4.84272 -3.15053 -3.25280 -0.6542 -0.1141 0.6941
H -4.34391 -1.49466 -3.33398 0.5183 0.1371 -0.0792
H -3.22332 -2.88573 -2.82181 0.3546 0.5215 -0.7351
H -3.58154 -1.97175 -0.98565 0.2289 0.1173 -0.0729
C -0.80819 -0.35422 -0.36039 4.6425 4.3554 3.4999
O -1.49782 -0.78110 -1.16813 -5.2319 -3.9673 -6.3660
N -0.67533 -0.78804 0.85582 -1.0878 -2.5349 3.5214
N 0.02412 0.67137 -0.58001 0.7510 0.9686 -0.8214
H -1.37719 -1.48062 1.07451 -0.0558 -0.1207 0.6812
H -0.38597 -0.19360 1.61936 0.1638 0.1716 -0.0402
H 0.50357 1.03594 0.23073 0.2981 0.3611 -0.6022
H 0.17085 0.85011 -1.56318 0.3542 0.9721 0.2442
C -1.64275 3.60165 -2.92041 -0.2641 -2.2393 1.1332
O -2.04358 3.50498 -4.02997 -1.2394 0.0154 -4.0525
N -1.80211 2.59748 -2.03416 -0.5829 -0.4836 0.7599
N -0.94170 4.59387 -2.46225 2.6797 3.6775 2.3316
H -1.58556 2.72952 -1.05652 0.1574 -0.4997 -0.2618
H -2.03019 1.70154 -2.44080 -0.0946 0.1096 0.5266
H -0.54137 4.50228 -1.53952 -0.1892 0.0155 -0.0779
H -0.65001 5.43120 -2.94588 -0.6117 -0.5383 -0.4030
C 1.71163 -2.69400 -2.49309 2.6155 -3.5114 -0.1834
O 2.71098 -3.25918 -2.88110 2.4406 -0.0844 -2.2367
N 0.61379 -2.55397 -3.12516 -3.6059 1.4419 -2.8347
N 1.57904 -2.56794 -1.22415 -0.0458 1.7717 5.3444
H -0.05469 -2.05645 -2.55444 -1.0387 0.0669 -1.2214
H 0.59621 -2.71658 -4.12183 -0.4040 0.3560 0.3744
H 0.74637 -2.16511 -0.81859 0.4439 -0.1088 0.5147
H 2.43598 -2.71034 -0.70890 -0.5180 0.1628 0.2900
C 1.09420 1.01739 3.45424 -0.5728 2.0540 0.1076
O 0.43353 1.46720 2.53379 -2.6950 0.4556 -1.8123
N 0.75030 0.91511 4.71059 -1.5141 -0.2404 1.9820
N 2.36879 0.91900 3.22465 3.7943 -1.6441 -0.6461
H -0.19583 1.15478 4.97038 -0.2995 -0.2204 0.0878
H 1.19685 0.21705 5.28800 0.0696 -0.1284 0.3665
H 2.88471 0.40105 3.92154 0.4767 -0.0788 -0.2815
H 2.49606 0.68019 2.25158 0.7237 -0.0781 0.4120
C -2.25749 -1.80525 3.68767 2.1665 -4.3051 -0.3007
O -2.27936 -2.52354 2.69923 -0.9174 -0.7261 -1.5660
N -1.82780 -2.27933 4.85561 -0.4599 -1.5116 0.8397
N -2.39707 -0.55174 3.71277 -1.3914 4.8764 -0.5801
H -1.78556 -3.28844 4.86042 0.5196 0.3095 0.7583
H -1.51891 -1.59876 5.53496 0.3667 -0.6173 0.6959
H -2.57486 -0.26069 4.66344 -0.2395 1.5028 -0.3580
H -2.71636 -0.12557 2.85455 -0.1664 0.5366 0.5269
```
Forces are in eV/Å.

***

10 unconnected molecules or ions with the total composition C10H40N20O10 at a distorted geometry. Source: the Open Molecules 2025 dataset; level of theory: ωB97M-V/def2-TZVPD.

Computed properties:
- HOMO energy (alpha / beta): -0.0143 / -0.2646 Eh
- Gap between HOMO and LUMO (alpha / beta): 2.646 / 9.377 eV
- Energy relative to the best compared isomer or geometry (same formula, charge and spin): 1.149 eV
- Spin multiplicity: 2
- Expectation value of S²: 0.750
- Total charge: -1
- Maximum force: 9.1 eV/A

Geometry as XYZ:
```
80
Properties=species:S:1:pos:R:3:forces:R:3
C 5.47744 2.65727 -5.25530 -4.2973 0.5905 -2.1094
O 5.58007 1.59567 -5.83133 0.1852 -1.3177 -1.0784
N 6.28075 3.06722 -4.35332 4.1018 0.0153 4.1897
N 4.45021 3.54374 -5.40503 -0.9886 0.0822 -1.0236
H 6.62701 2.25755 -3.85871 0.7989 0.2628 0.1692
H 6.06907 3.85343 -3.75568 -0.1316 0.1706 -0.1139
H 3.77312 3.48813 -6.15240 0.3187 -0.2090 -0.0494
H 4.51296 4.44002 -4.94367 -0.0646 0.2380 0.0227
C 10.05600 2.11244 -11.13690 0.6606 -2.1487 0.0069
O 10.71793 1.52800 -11.98744 0.8288 0.3277 -0.3544
N 10.56620 2.83784 -10.13688 0.8953 1.3857 0.1234
N 8.76851 1.78457 -10.99891 -0.9092 0.2781 -0.3745
H 9.92995 3.28616 -9.49323 0.2976 -0.1888 0.6402
H 11.54552 2.66402 -9.96133 -0.3053 0.5499 0.1181
H 8.16096 2.40909 -10.48808 -0.4453 -0.9277 -0.0881
H 8.57942 0.99527 -11.60004 -1.0610 0.5289 0.1748
C 4.48211 -4.46123 -9.76336 -2.5181 0.3571 2.0933
O 3.40712 -4.98071 -9.91356 -1.8280 -0.9334 -1.0260
N 4.70399 -3.61744 -8.79180 -0.7738 2.1425 3.6965
N 5.55736 -4.66974 -10.40594 4.6152 -1.6537 -4.3828
H 5.54008 -3.06796 -8.65352 -0.4591 -0.1221 0.0187
H 3.93408 -3.59104 -8.13863 0.3761 0.7588 0.2618
H 5.43864 -4.84454 -11.39359 0.6866 -0.3042 0.1736
H 6.41669 -4.34312 -9.98764 -0.0833 -0.0788 -0.8554
C 5.15704 1.12418 -9.55383 0.8220 0.6555 0.2663
O 4.79610 1.01356 -10.72282 -0.2657 -0.5809 -0.4729
N 5.95166 2.08578 -9.08610 1.2956 2.5832 -1.4763
N 4.92967 0.35636 -8.52063 -1.8631 -3.6714 0.9407
H 6.09538 2.19264 -8.09211 0.2076 0.4018 -0.3703
H 6.14624 2.79784 -9.77546 0.0454 0.2967 0.5215
H 5.33352 0.56704 -7.61918 -0.4051 -0.1842 0.0575
H 4.39365 -0.49155 -8.63837 -0.0973 0.1781 0.3999
C 0.93527 -2.37354 -10.11729 -2.7585 -2.1940 0.2991
O 0.02473 -2.42706 -9.34898 -3.7164 0.6597 2.9100
N 0.94299 -3.01388 -11.19731 -1.1276 -4.4101 -7.8917
N 2.04141 -1.87298 -9.88458 6.5810 4.9148 3.3565
H 1.76681 -3.16627 -11.76139 -0.0872 0.2330 0.2119
H 0.14764 -3.53093 -11.54399 0.0499 0.2369 0.5314
H 2.77858 -1.74473 -10.56297 -0.2745 0.2759 0.2345
H 1.93211 -1.26704 -9.08395 1.2879 0.2734 0.0897
C 7.17260 4.20698 -12.27787 -4.4833 -0.9893 1.9716
O 6.12847 3.59507 -12.08779 -1.4990 -1.6468 -0.0461
N 7.54415 4.65698 -13.37883 2.2645 1.5271 -7.3196
N 7.74355 4.73308 -11.27796 3.1584 1.6030 5.2187
H 6.96534 4.48526 -14.18852 0.4355 -0.1301 -0.0649
H 8.39641 5.19412 -13.45099 -0.3898 -0.1280 -0.3751
H 7.26707 4.55539 -10.40533 0.7836 0.2971 0.3154
H 8.65200 5.16648 -11.36158 -0.2699 -0.0280 0.6155
C 8.10813 4.92754 -7.55774 1.2238 0.3648 -1.0965
O 8.39391 3.86854 -8.06946 1.1449 -1.8733 -1.9516
N 7.24253 5.01299 -6.62392 -3.3523 -0.7123 3.2618
N 8.62476 6.11763 -7.84613 1.3097 1.0665 -1.2656
H 6.71797 5.87117 -6.53192 -0.3883 0.0417 0.4261
H 6.77394 4.13599 -6.44675 -0.1258 0.4165 0.2982
H 8.43799 6.84917 -7.17525 0.3716 0.3614 -0.6030
H 9.18527 6.17808 -8.68415 0.0822 0.5296 0.5054
C 1.97834 -1.66932 -6.31405 0.9912 -1.9448 -1.7291
O 2.94008 -1.42583 -7.01648 1.0856 0.7553 -1.0055
N 1.79129 -1.19540 -5.13891 -0.7517 2.6748 5.1469
N 1.10810 -2.61893 -6.62204 -0.9743 -1.7932 -1.2416
H 1.03697 -1.54413 -4.56489 0.2787 0.2200 -0.1436
H 2.43157 -0.55565 -4.69077 -0.0503 -0.0873 -0.4602
H 0.30536 -2.87622 -6.06571 0.2702 0.1383 -0.4298
H 1.30722 -3.08074 -7.49793 -0.7613 0.0154 0.0120
C 5.80533 1.85213 -14.99073 -0.6915 -1.4588 -3.0477
O 6.03264 1.37982 -16.07410 1.5138 -1.0679 -2.5457
N 6.28115 1.49354 -13.87480 3.9465 -2.6532 4.9057
N 4.84047 2.67695 -14.83331 -4.7282 4.9997 0.4617
H 7.09640 0.89732 -13.87620 -0.1987 0.0921 -0.0844
H 6.11090 2.02690 -13.03418 0.0070 0.0414 0.1976
H 4.63850 3.05265 -13.91779 -0.1048 0.0581 -0.1629
H 4.27450 2.98514 -15.61099 0.3416 -0.2546 0.1771
C 3.36302 -1.33249 -13.22745 0.0044 2.4403 0.6082
O 2.86143 -1.97589 -14.09879 -1.2826 -2.0359 -1.4643
N 2.81979 -0.24133 -12.66146 -2.0347 0.1539 -0.2024
N 4.54029 -1.52418 -12.70002 3.6202 -2.5597 0.4723
H 3.44427 0.50544 -12.39229 -0.6893 0.2749 0.3171
H 1.85830 -0.22820 -12.97043 0.0719 1.4147 0.2525
H 4.98103 -0.92184 -12.01956 -0.1946 0.0512 -0.0492
H 5.02338 -2.30496 -13.12087 0.4717 0.3532 0.2843
```
Forces are in eV/Å.